C38H33N7O3STc as an isolated structure. Source: OMol25; level of theory: ωB97M-V with the def2-TZVPD basis set.

The geometry in ORCA input format:
```
! RIJCOSX wB97M-V def2-TZVPD def2/J DEFGRID3
* xyz 0 2
Tc -0.60296 0.19145 1.19158
C 1.61734 -2.57619 2.51179
C 0.24879 -2.96214 2.99591
C -0.05806 -4.30373 3.17959
C -1.29482 -4.68883 3.66737
C -2.22862 -3.72352 3.99348
C -1.96011 -2.36749 3.82335
C -2.99138 -1.37197 4.25245
C -0.72214 -1.98946 3.30066
N -0.35778 -0.62614 3.04652
C 0.53009 -0.07457 3.89629
O 0.73496 -0.34874 5.06976
C 1.43579 0.87568 3.15434
C 2.55594 1.42572 3.75024
C 3.46582 2.07024 2.93463
C 3.23060 2.14090 1.57163
C 2.07258 1.59148 1.02862
N 1.19423 0.98815 1.84037
C 1.92951 1.86352 -0.48065
O 2.49299 2.88003 -0.84603
N 1.37135 1.05951 -1.45150
C 1.64305 1.50261 -2.80923
C 0.69804 2.24145 -3.51502
C -0.54865 2.77655 -2.87750
C 0.95879 2.53346 -4.85252
C 2.13473 2.12894 -5.45499
C 3.09666 1.46797 -4.70968
C 2.87732 1.16434 -3.37298
C 3.99051 0.56638 -2.56235
H 2.16162 -3.46062 2.17950
H 2.19587 -2.11287 3.31500
H 1.57686 -1.87431 1.67982
H 0.68849 -5.05172 2.94127
H -1.52519 -5.73661 3.80940
H -3.18665 -4.02048 4.40332
H -3.73640 -1.85576 4.88301
H -3.51488 -0.94464 3.39806
H -2.54209 -0.55687 4.82133
H 2.69000 1.29427 4.81396
H 4.36441 2.50896 3.34703
H 3.91493 2.64030 0.90461
H -0.44599 2.85157 -1.79888
H -1.41482 2.15016 -3.09956
H -0.76104 3.77325 -3.26277
H 0.22712 3.10352 -5.41204
H 2.31747 2.35725 -6.49683
H 4.03950 1.19113 -5.16453
H 4.64452 -0.03483 -3.19343
H 3.63405 -0.06223 -1.75166
H 4.58673 1.36927 -2.12221
C -3.51695 0.42034 -2.12752
C -2.79328 0.49333 -0.84012
N -1.46849 0.33700 -0.73572
N -0.76614 0.01894 -1.76880
C 0.65115 -0.22561 -1.31686
O 0.68629 -0.63196 -0.02673
C 1.20353 -1.31578 -2.23308
C 2.07446 -2.26577 -1.70948
C 2.59536 -3.25796 -2.52337
C 2.24819 -3.31096 -3.86675
C 1.37312 -2.37252 -4.38855
C 0.84853 -1.37950 -3.57448
C -3.46692 0.77715 0.42515
C -4.81577 1.10487 0.46928
C -5.35396 1.57033 1.65668
C -4.52287 1.71158 2.75112
C -3.19546 1.30907 2.64906
N -2.68805 0.81104 1.53150
H -2.86351 0.05370 -2.91320
H -3.86117 1.42599 -2.38483
H -4.39049 -0.22709 -2.04801
H 2.33480 -2.22608 -0.66038
H 3.27191 -3.99259 -2.10794
H 2.65645 -4.08444 -4.50395
H 1.09786 -2.40909 -5.43457
H 0.17429 -0.64407 -3.99089
H -5.41039 1.06298 -0.42989
H -6.39354 1.86190 1.70833
H -4.88345 2.11551 3.68585
H -2.51468 1.37210 3.48686
S -0.67531 3.01650 1.04176
C -2.04930 3.35061 0.15774
N -3.01530 3.56611 -0.44874
*
```

Output
<S²> = 1.01
HOMO energy (spin up / spin down) = -8.029 / -6.756 eV
HOMO-LUMO gap (spin up / spin down) = 6.5266 / 4.0904 eV
LUMO energy (spin up / spin down) = -1.503 / -2.666 eV
Calculated total energy = -69548.174 eV